Density functional theory data (ωB97M-V with the def2-TZVPD basis set) for C31H30AsCl4N4O8S3W as an isolated structure at a distorted geometry.

Structure (XYZ):
```
82
Properties=species:S:1:pos:R:3:forces:R:3
H 0.007306 -4.007306 3.190367 -0.064 0.007 0.062
C -5.180894 2.307494 -2.251833 0.057 -0.209 0.178
H 0.847806 2.620794 -5.394833 0.004 -0.011 -0.076
N -1.104494 -3.713206 -2.843433 -0.183 -0.337 -0.212
C -0.346794 -1.372906 2.301467 -0.439 -0.320 -0.508
C 2.804106 -4.718206 0.646267 0.114 -0.089 -0.020
H 1.501006 -5.925206 3.520567 -0.006 -0.046 0.037
H 4.403506 -0.004306 -1.901233 0.057 -0.080 0.136
H 3.305506 -6.390206 1.895667 0.014 -0.091 -0.014
H 2.625906 2.350394 -1.156633 0.013 0.037 -0.242
Cl -7.459694 1.163694 -1.413433 -0.440 -0.066 0.054
C -2.986094 1.544594 -1.601933 -0.849 -0.432 -0.096
C 1.382306 2.259194 -4.516933 -0.029 -0.504 0.539
O 0.221106 2.454194 -0.369133 0.033 1.947 1.412
C -0.550594 -0.698206 4.601967 0.218 -0.412 -0.404
H 0.542006 -1.065606 -4.706733 -0.012 -0.051 -0.169
H -0.507094 -4.499806 -2.644633 -0.060 -0.039 -0.080
C -3.564294 0.511794 -0.812533 -0.109 0.573 -0.662
H -0.216594 -0.731306 5.628967 0.067 -0.003 0.102
O 2.365806 0.233394 2.540567 -0.669 0.477 0.106
H -1.341694 -3.521806 -3.801733 0.136 -0.072 0.036
S 1.658406 1.208694 1.746667 2.352 -1.756 -1.522
H 0.959406 -2.032006 3.877167 0.078 -0.036 0.033
C -3.793094 2.422994 -2.317433 0.256 -0.312 0.367
H 2.534306 -1.607506 -2.472833 0.069 0.132 -0.130
N -0.262594 -1.748006 -0.025133 0.207 -0.445 0.494
C 0.094006 -1.437106 3.637667 -0.191 0.237 0.482
C 0.153706 -2.149206 1.226467 -0.775 0.822 -0.754
H -2.193394 0.661794 4.967467 -0.162 0.042 0.029
H 4.731806 1.344094 -0.786533 0.134 -0.010 -0.016
C 1.987406 -3.621806 0.475667 0.006 0.223 0.167
C 2.086206 -0.909606 -3.189533 -0.742 -0.070 0.905
C -1.983994 0.160094 2.900567 -0.139 -0.017 -0.247
C 0.985006 -3.321506 1.407167 0.303 -0.511 0.096
H 2.124006 -2.959306 -0.367833 -0.011 -0.048 -0.021
Cl -3.061194 3.639094 -3.276033 0.294 0.202 -0.184
C 2.843606 1.510794 -1.814033 -0.501 -0.083 0.950
O 0.713306 0.451194 0.804367 3.476 0.666 3.104
C 0.384706 1.589094 -3.567433 -0.160 0.073 0.386
C -0.920894 -2.623406 -2.032433 -0.034 1.028 0.316
H 3.175606 1.892994 -2.786233 -0.499 -0.297 0.081
H 3.566506 0.120494 -0.326033 0.224 -0.142 -0.011
O -1.510794 4.064694 0.143767 0.223 0.009 1.250
C -0.721694 4.153094 3.064367 0.339 -0.168 -1.655
C -1.646594 0.092294 4.233467 -0.222 -0.073 -0.027
H -0.229194 2.373394 -3.124633 -0.069 -0.214 -0.014
O -2.707394 -0.300106 -0.219333 -1.186 0.146 0.334
H 3.573706 -4.937506 -0.081833 0.063 0.039 -0.032
C 1.643006 -5.275006 2.667467 0.218 -0.260 0.043
N -1.341094 -0.495706 1.926167 0.709 -0.215 1.155
S -1.530494 -1.082906 -2.594933 0.676 -0.280 0.372
Cl -5.667094 -0.851906 0.144867 -0.005 -0.301 0.252
C 1.305106 -1.691806 -4.249933 0.044 0.440 0.466
C -5.753094 1.308094 -1.481533 0.252 0.030 -0.076
O -1.659794 1.551894 -1.648333 -0.563 0.372 -0.590
H 0.808006 -2.541106 -3.797333 -0.030 -0.068 -0.092
C 0.279806 3.044094 4.979167 -0.996 1.309 -0.883
H -1.346194 4.919294 2.631867 -0.174 0.033 -0.039
C -4.953694 0.407494 -0.773733 0.423 0.080 0.035
S -0.762294 2.938694 0.626667 -0.635 2.243 -3.788
H 1.846806 3.112994 -4.029333 0.152 0.057 -0.070
H 1.493906 1.324294 4.499067 0.074 -0.001 0.120
C 0.814006 -4.185906 2.496067 -0.087 0.284 -0.317
O 2.506906 2.080594 0.968267 -0.622 0.019 1.006
C 0.874306 2.130494 4.136967 0.261 -0.305 -0.126
C -0.519194 4.082294 4.415167 1.035 -1.209 1.430
H -0.985594 4.796294 5.078267 -0.056 0.081 -0.043
N -0.309294 -2.805706 -0.919133 -0.147 -0.048 -0.020
H 0.415906 2.974594 6.045067 -0.004 0.023 0.155
H -0.285994 0.930294 -4.132433 0.110 0.059 0.320
Cl -6.174794 3.395394 -3.130233 -0.184 0.260 -0.194
H 2.156006 1.559094 -4.832833 0.118 0.088 -0.189
C -0.093994 3.247994 2.181467 0.075 -1.467 2.713
O -1.638194 1.726194 0.808367 -0.668 2.723 2.584
C 2.647106 -5.545606 1.749467 -0.043 -0.041 0.112
C 3.962606 0.678794 -1.174533 -0.531 0.040 -0.119
H 1.984606 -2.053406 -5.021233 0.097 -0.022 -0.079
C 0.676006 2.190794 2.772567 -0.747 2.137 -0.380
H -2.817194 0.772494 2.575267 0.082 0.072 -0.011
H 2.904106 -0.351206 -3.665533 -0.365 0.194 0.378
W -0.827994 0.368394 -0.286333 -2.743 -6.529 -3.472
As 1.058806 0.504494 -1.973133 3.089 0.489 -5.214
```
Positions in Å, forces in eV/Å.

The spin multiplicity is 3. For the relative energy (zero: lowest compared OMol25 entry of this formula, charge and spin), the calculation gives 62.3 kcal per mole. As for the expectation value of S²: 2.02. For the LUMO energy (alpha / beta), the calculation gives 1.361 / 1.376 eV. The calculation puts the energy at -7358.488632 Ha. As for the net charge: -1. The calculation puts the HOMO-LUMO gap (alpha / beta) at 4.5 / 6.0 eV.

Here are the Mulliken charges for atoms 1 to 2, given in e: 0.60, 0.41



Density functional theory data (ωB97M-V with the def2-TZVPD basis set) for a 2-piece molecular cluster, C4H5BrO overall at a distorted geometry.

Structure (XYZ):
```
11
Properties=species:S:1:pos:R:3:forces:R:3
H -1.729367 1.753616 -0.065696 -0.148 -0.647 -0.527
H 1.261035 0.333152 -0.049823 0.310 -0.118 -0.052
H -2.649242 0.286669 -0.092086 -1.880 -0.649 -0.153
H -1.476820 0.594645 -1.425518 -0.084 -0.248 0.186
H 0.685478 -0.718429 2.069448 -0.264 0.752 -0.495
C -1.724245 0.677681 -0.367068 1.611 1.475 0.726
C 0.100960 -0.158506 1.341835 0.693 -1.611 1.887
Br 2.516071 -2.091311 0.248358 0.031 -0.306 0.674
O 1.671347 0.208151 -0.953248 -0.125 -0.338 0.049
C 2.112811 -0.949703 -1.260085 0.259 0.635 -1.200
C -0.768026 0.064034 0.553884 -0.404 1.056 -1.094
```
Positions in Å, forces in eV/Å.

For the relative energy (zero: lowest compared OMol25 entry of this formula, charge and spin), the calculation gives 82.8 kcal per mole. For the LUMO energy, the calculation gives 0.606 eV. The calculation puts the energy at -2804.502739 Ha. The calculation puts the HOMO-LUMO gap at 9.4 eV.

Here are the Mulliken charges for atoms 1 to 2, given in e: 0.27, 0.29



Density functional theory data (ωB97M-V with the def2-TZVPD basis set) for a 2-piece molecular cluster, C4H12N2O overall at a distorted geometry.

Structure (XYZ):
```
19
Properties=species:S:1:pos:R:3:forces:R:3
N 0.816790 1.700887 0.590922 0.365 0.321 0.562
H 0.644446 0.681383 -1.925686 0.279 0.106 -0.091
C 0.722533 -1.447179 -1.522578 1.289 0.576 0.069
H -0.585767 -1.346596 0.717540 0.474 -0.164 -0.172
H 0.003459 0.610728 2.853766 0.176 0.134 -0.374
O -2.424357 0.518447 -0.924735 -0.401 0.035 -0.326
H 1.076274 2.393220 -0.091213 -0.158 -0.155 -0.213
C 0.438167 0.409604 0.180677 0.634 0.245 0.138
H 1.318673 -1.697918 -2.401413 -0.164 -0.166 -0.181
C -0.140198 -0.420174 1.047394 -0.375 -0.313 0.011
H -0.322908 -1.646225 -1.718683 -0.196 0.050 0.157
H 1.122366 -2.042663 -0.700738 -0.372 -0.351 -0.069
H 2.106694 0.152468 -1.003300 0.100 0.015 -0.442
H -3.235667 0.162247 -0.535447 0.208 0.116 0.066
C 1.034445 0.010724 -1.154201 -1.382 -0.283 0.593
H -0.512476 -0.907858 3.000024 -0.158 -0.170 -0.384
H -1.921403 0.883384 -0.182707 0.065 -0.204 0.114
H 0.367532 2.100054 1.407385 -0.063 -0.121 -0.307
N -0.508612 -0.114529 2.362997 -0.320 0.331 0.848
```
Positions in Å, forces in eV/Å.

The spin multiplicity is 2. For the relative energy (zero: lowest compared OMol25 entry of this formula, charge and spin), the calculation gives 18.2 kcal per mole. As for the expectation value of S²: 0.75. For the LUMO energy (alpha / beta), the calculation gives 4.086 / 3.913 eV. The calculation puts the energy at -344.286462 Ha. As for the net charge: -1. The calculation puts the HOMO-LUMO gap (alpha / beta) at 2.8 / 7.2 eV.

Here are the Mulliken charges for atoms 1 to 2, given in e: -1.42, 0.55



Look up the energy of the third one.
-344.286462 Ha



What is the formula in the third record?
C4H12N2O



relative energy (zero: lowest compared OMol25 entry of this formula, charge and spin) of number 3 (C4H12N2O)?
18.2 kcal per mole



What is the relative energy (zero: lowest compared OMol25 entry of this formula, charge and spin) in the third record?
18.2 kcal per mole